ORCA calculation (ωB97M-V/def2-TZVPD) on the molecule C3H8N2O2.

SMILES: NC(=O)NCCO
Total charge: 0
Gap between HOMO and LUMO (eV): 10.4
Lowest unoccupied orbital energy (eV): 0.7

Last columns: bonded neighbours and bond lengths (Å).
Element x y z (Å)
1 N 2.0945 0.4919 -1.1626  C2 1.379, H8 1.010, H9 1.010
2 C 0.7445 0.5318 -0.8835  N1 1.379, O3 1.229, N4 1.369
3 O 0.1022 1.5783 -0.9311  C2 1.229
4 N 0.1693 -0.6777 -0.6020  C2 1.369, C5 1.455, H10 1.008
5 C -1.1176 -0.7313 0.0757  N4 1.455, C6 1.526, H11 1.095, H12 1.095
6 C -1.0310 -0.2714 1.5279  C5 1.526, O7 1.406, H13 1.102, H14 1.101
7 O -0.6485 1.0742 1.6712  C6 1.406, H15 0.973
8 H 2.5128 1.4108 -1.1547  N1 1.010
9 H 2.6493 -0.2174 -0.7059  N1 1.010
10 H 0.7629 -1.4894 -0.5337  N4 1.008
11 H -1.4805 -1.7635 0.0311  C5 1.095
12 H -1.8260 -0.1075 -0.4791  C5 1.095
13 H -0.2915 -0.9000 2.0494  C6 1.102
14 H -2.0033 -0.4461 2.0133  C6 1.101
15 H -0.6326 1.4952 0.7938  O7 0.973